Entry 1:
{
  "formula": "CH3NOS2",
  "method": "ωB97M-V with the def2-TZVPD basis set",
  "elements": ["C", "N", "O", "S", "S", "H", "H", "H"],
  "coordinates": [[0.462, -0.011, 0.867], [0.585, -1.019, 0.056], [-1.275, 0.838, -1.424], [1.013, 0.314, 2.303], [-1.324, 1.040, 0.237], [1.362, -1.717, 0.345], [-0.091, -1.112, -0.690], [-0.733, 1.668, -1.694]],
  "nbo_charge": [-0.20, -0.82, -0.84, 0.19, 0.36, 0.39, 0.43, 0.50],
  "spin_multiplicity": 3,
  "homo_ev": [-5.5, -8.9],
  "total_charge": 0,
  "s_squared": 2.0139,
  "relative_energy_kcal_mol": 44.03,
  "largest_force_ev_per_a": 3.60,
  "lumo_ev": [0.47, -2.78]
}



Entry 2:
{
  "formula": "CH3NSi",
  "method": "ωB97M-V with the def2-TZVPD basis set",
  "elements": ["C", "N", "Si", "H", "H", "H"],
  "coordinates": [[-2.251, 0.042, -0.094], [-3.580, -0.069, 0.053], [-0.309, -0.032, 0.018], [0.016, 0.479, -1.320], [0.011, 0.831, 1.200], [0.296, -1.350, 0.108]],
  "nbo_charge": [-0.15, -0.29, 0.82, -0.13, -0.12, -0.13],
  "smiles": "N#C[SiH3]",
  "homo_ev": -11.2,
  "total_charge": 0,
  "relative_energy_kcal_mol": 36.32,
  "largest_force_ev_per_a": 13.34,
  "lumo_ev": 0.25
}



Entry 3:
{
  "formula": "CH3NSi",
  "method": "ωB97M-V with the def2-TZVPD basis set",
  "elements": ["C", "N", "Si", "H", "H", "H"],
  "coordinates": [[-0.654, 0.423, -1.856], [-0.847, 0.918, -2.919], [0.336, -0.271, 1.242], [-1.092, -0.359, 1.485], [1.059, -1.504, 0.993], [1.198, 0.793, 1.055]],
  "nbo_charge": [-0.12, -0.57, 1.10, -0.11, -0.16, -0.15],
  "homo_ev": [-9.5, -9.5],
  "total_charge": 0,
  "relative_energy_kcal_mol": 98.84,
  "largest_force_ev_per_a": 3.48,
  "lumo_ev": [-3.02, -3.02]
}



Entry 4:
{
  "formula": "CH3NSi",
  "method": "ωB97M-V with the def2-TZVPD basis set",
  "elements": ["C", "N", "Si", "H", "H", "H"],
  "coordinates": [[2.158, -0.091, 0.131], [3.298, -0.051, -0.101], [0.264, 0.016, 0.007], [0.356, 0.719, -1.180], [-0.242, -1.406, -0.281], [-0.278, 0.609, 1.140]],
  "nbo_charge": [-0.12, -0.31, 0.84, -0.14, -0.12, -0.14],
  "smiles": "N#C[SiH3]",
  "homo_ev": -11.8,
  "total_charge": 0,
  "relative_energy_kcal_mol": 4.92,
  "largest_force_ev_per_a": 3.49,
  "lumo_ev": 0.69
}



Entry 5:
{
  "formula": "CH3O2",
  "method": "ωB97M-V with the def2-TZVPD basis set",
  "elements": ["C", "O", "O", "H", "H", "H"],
  "coordinates": [[-0.434, -0.218, 0.324], [1.231, 0.725, -1.366], [1.104, 0.462, -0.233], [-0.246, -1.294, 0.362], [-0.479, 0.226, 1.320], [-1.175, 0.100, -0.408]],
  "nbo_charge": [-0.16, 0.27, 0.13, 0.26, 0.26, 0.25],
  "homo_ev": [-18.9, -18.9],
  "total_charge": 1,
  "relative_energy_kcal_mol": 134.73,
  "largest_force_ev_per_a": 2.27,
  "lumo_ev": [-9.39, -9.39]
}



Entry 6:
{
  "formula": "CH3O2PS2",
  "method": "ωB97M-V with the def2-TZVPD basis set",
  "elements": ["C", "O", "O", "P", "S", "S", "H", "H", "H"],
  "coordinates": [[-0.859, -1.155, -0.465], [1.416, 2.305, -0.929], [1.474, -0.226, 0.520], [1.535, 1.885, 0.439], [-0.646, 1.670, 1.415], [0.168, -0.757, 1.055], [-1.501, -1.917, -0.232], [-0.120, -1.574, -1.135], [-1.466, -0.231, -0.669]],
  "nbo_charge": [-0.78, -1.03, -0.98, 1.40, -0.45, 1.09, 0.22, 0.25, 0.27],
  "homo_ev": -9.1,
  "total_charge": 0,
  "relative_energy_kcal_mol": 36.49,
  "largest_force_ev_per_a": 3.39,
  "lumo_ev": -2.26
}



Entry 7:
{
  "formula": "CH3O2S2",
  "method": "ωB97M-V with the def2-TZVPD basis set",
  "elements": ["O", "C", "O", "H", "S", "S", "H", "H"],
  "coordinates": [[0.382, -1.216, -0.868], [0.387, -1.285, 0.383], [0.812, -0.384, 1.176], [-0.019, -2.174, 0.867], [-0.048, 1.800, -1.414], [-1.304, 1.845, 0.271], [0.265, 0.497, -1.304], [-0.475, 0.917, 0.889]],
  "nbo_charge": [-0.74, 0.63, -0.78, 0.08, 0.19, 0.12, 0.23, 0.25],
  "spin_multiplicity": 2,
  "homo_ev": [-9.3, -9.3],
  "total_charge": 0,
  "s_squared": 0.7548,
  "largest_force_ev_per_a": 2.87,
  "lumo_ev": [-1.35, -4.28]
}



Entry 8:
{
  "formula": "CH3O3",
  "method": "ωB97M-V with the def2-TZVPD basis set",
  "elements": ["O", "C", "O", "H", "H", "H", "O"],
  "coordinates": [[-0.215, -0.502, -1.531], [0.380, -1.038, -0.585], [0.426, -0.707, 0.629], [1.016, -1.926, -0.829], [-0.311, 2.222, 0.355], [-0.227, 0.830, 0.960], [-0.462, 1.776, 1.198]],
  "nbo_charge": [-0.77, 0.63, -0.80, -0.01, 0.45, 0.51, -1.02],
  "homo_ev": -4.4,
  "total_charge": -1,
  "relative_energy_kcal_mol": 0.86,
  "largest_force_ev_per_a": 0.39,
  "lumo_ev": 4.60
}



Entry 9:
{
  "formula": "CH3O3",
  "method": "ωB97M-V with the def2-TZVPD basis set",
  "elements": ["C", "O", "O", "O", "H", "H", "H"],
  "coordinates": [[0.785, -0.546, -0.180], [-2.098, 1.441, 0.357], [-0.188, 0.651, -0.129], [-1.333, 0.540, 0.535], [0.601, -0.788, -1.205], [1.681, 0.001, 0.002], [0.552, -1.298, 0.621]],
  "nbo_charge": [-0.24, 0.15, -0.06, 0.39, 0.25, 0.25, 0.26],
  "homo_ev": [-19.3, -19.3],
  "total_charge": 1,
  "relative_energy_kcal_mol": 108.65,
  "largest_force_ev_per_a": 2.20,
  "lumo_ev": [-9.87, -9.80]
}



Entry 10:
{
  "formula": "CH3O3PS",
  "method": "ωB97M-V with the def2-TZVPD basis set",
  "elements": ["C", "O", "O", "O", "P", "S", "H", "H", "H"],
  "coordinates": [[0.077, -0.837, 0.028], [0.301, -0.850, 1.286], [1.037, -0.526, -0.781], [-1.281, 0.669, -0.467], [-1.790, -0.981, -0.597], [-2.963, -1.221, 0.974], [1.174, -0.521, 1.828], [0.769, -0.288, -1.642], [-1.677, 1.347, 0.195]],
  "nbo_charge": [0.60, -0.64, -0.65, -1.05, 0.81, -0.64, 0.52, 0.52, 0.52],
  "smiles": "OC(O)=P(O)=S",
  "homo_ev": -7.8,
  "total_charge": 0,
  "relative_energy_kcal_mol": 54.07,
  "largest_force_ev_per_a": 3.82,
  "lumo_ev": -0.14
}



Entry 11:
{
  "formula": "CH3O3S",
  "method": "ωB97M-V with the def2-TZVPD basis set",
  "elements": ["C", "O", "O", "O", "S", "H", "H", "H"],
  "coordinates": [[-1.147, 0.804, -0.002], [1.433, -1.806, -0.290], [-2.283, 0.529, 0.217], [-0.495, 1.750, -0.211], [1.063, -2.794, -1.522], [0.212, 2.662, 1.037], [0.686, 2.797, 1.635], [0.531, -3.942, -0.864]],
  "nbo_charge": [1.03, -1.09, -0.53, -0.52, 0.15, 0.04, -0.06, -0.01],
  "homo_ev": [-1.9, -1.9],
  "total_charge": -1,
  "relative_energy_kcal_mol": 80.18,
  "largest_force_ev_per_a": 5.79,
  "lumo_ev": [2.50, 2.50]
}



Entry 12:
{
  "formula": "CH3O4P",
  "method": "ωB97M-V with the def2-TZVPD basis set",
  "elements": ["C", "O", "O", "O", "O", "P", "H", "H", "H"],
  "coordinates": [[0.976, -0.255, 0.209], [-1.125, 1.347, 0.464], [0.061, -1.037, 0.064], [2.173, -0.639, 0.289], [-2.874, -0.649, 0.093], [-1.693, 0.149, -0.185], [0.680, 0.838, 0.188], [-1.112, 0.108, -1.447], [2.914, 0.137, 0.324]],
  "nbo_charge": [0.65, -1.09, -0.61, -0.62, -1.02, 2.13, 0.19, -0.14, 0.53],
  "homo_ev": -11.2,
  "total_charge": 0,
  "relative_energy_kcal_mol": 36.09,
  "largest_force_ev_per_a": 5.52,
  "lumo_ev": -0.34
}